# 1
20
Properties=species:S:1:pos:R:3:forces:R:3 method="wB97M-V/def2-TZVPD" homo_energy_ev=-8.2 e_above_lowest_kj_mol=160.7 total_charge=0 smiles=Cc1c[nH]cn1.CC orbital_gap_ev=9.04 multiplicity=1
C -0.6998 -1.9376 -0.6376 -3.3 -0.8 -0.3
C -0.0501 -3.2686 -0.0747 -0.8 0.8 -1.8
H -1.5957 -2.0425 -1.3628 1.9 -0.6 0.2
H -1.4084 -1.4306 0.0917 1.7 -0.5 0.1
H -0.0037 -1.2299 -1.0619 0.2 0.1 0.1
H -0.8282 -3.9118 0.3755 0.7 0.5 0.4
H 0.4636 -3.9178 -0.8266 -0.6 0.8 0.1
H 0.7562 -2.8690 0.5140 0.1 -0.5 1.1
C -0.7369 2.2663 -1.3205 3.0 -2.2 -0.7
C -0.2053 1.0804 0.9802 -1.7 0.8 -3.9
C 0.1286 1.8761 -0.1489 0.9 -1.0 1.7
C 1.8507 1.9396 1.1422 -0.2 -1.7 2.6
N 0.8737 1.1589 1.7989 0.5 -1.3 2.0
N 1.4398 2.3350 -0.0102 -0.9 0.5 -0.4
H -1.1486 0.4161 0.8399 2.1 1.2 1.6
H 0.9224 0.6401 2.7478 0.2 1.5 -2.5
H -1.3799 2.9837 -0.9086 -1.3 1.1 -0.5
H -1.1561 1.3245 -1.6972 -0.8 0.5 0.2
H 2.8000 2.0346 1.7114 -0.7 0.3 -1.1
H -0.0224 2.5525 -2.1525 -1.1 0.4 1.0

***

# 2
6
Properties=species:S:1:pos:R:3:forces:R:3 method="wB97M-V/def2-TZVPD" homo_energy_ev=-9.3 e_above_lowest_kj_mol=122.9 total_charge=0 smiles=C#CI.F orbital_gap_ev=9.87 multiplicity=1
C -0.1056 -0.9765 0.1543 -3.4 0.9 -0.2
C -1.2305 -0.5675 0.0637 -0.4 -0.3 0.2
F 1.4711 1.1107 0.0191 1.5 1.2 -0.7
I -3.1736 -0.0825 0.0366 0.3 0.0 0.0
H 0.8783 -1.1227 0.1089 3.2 -0.8 0.0
H 2.1602 1.6383 -0.3826 -1.2 -0.9 0.7

***

# 3
125
Properties=species:S:1:pos:R:3:forces:R:3 method="wB97M-V/def2-TZVPD" homo_energy_ev="0.0 / -1.8" total_charge=-2 orbital_gap_ev="4.15 / 5.16" multiplicity=6
Ru -0.0096 -0.2078 -0.3118 0.7 0.8 -0.8
C 3.8027 1.8164 5.6159 -0.1 -0.1 0.0
C 3.9963 1.7885 4.2333 -0.1 -0.1 0.0
C 3.1810 1.0206 3.4227 0.1 0.1 0.0
C 2.1209 0.2484 3.9466 -0.1 0.0 -0.1
C 1.9496 0.2802 5.3434 0.1 0.1 0.1
C 2.7768 1.0506 6.1579 0.0 -0.1 -0.2
C 1.2957 -0.4870 3.0064 -0.1 0.2 0.0
C 1.9768 -1.0999 1.8844 -0.4 -0.3 0.0
C 3.1572 -1.8188 2.0788 0.1 0.0 0.0
C 3.3432 -2.6085 0.9482 0.0 0.0 0.0
C 2.2746 -2.3347 0.0782 -0.3 -0.1 -0.1
C 2.0371 -3.0139 -1.1632 0.0 0.0 0.0
C 2.8707 -4.2013 -1.4920 -0.1 0.1 0.0
C 4.2638 -4.1541 -1.5931 0.1 -0.1 -0.1
C 5.0105 -5.2896 -1.8951 -0.1 0.1 0.0
C 4.3859 -6.5105 -2.1049 -0.1 0.0 0.0
C 2.9999 -6.5787 -2.0098 0.0 0.1 0.0
C 2.2584 -5.4425 -1.7094 0.1 -0.1 0.0
C 0.9671 -2.7203 -2.0558 0.2 -0.1 -0.2
N -0.0335 -1.8373 -1.8011 -0.1 -0.3 -0.1
C -0.8572 -1.8698 -2.8977 0.1 0.1 0.0
C -2.1861 -1.3838 -2.8890 -0.1 0.0 0.0
C -2.8810 -1.3001 -4.2039 0.0 0.0 0.0
C -3.6480 -2.3517 -4.6959 -0.1 0.0 -0.1
C -4.2876 -2.2479 -5.9273 0.1 0.1 0.0
C -4.1616 -1.0877 -6.6820 0.1 0.0 0.1
C -3.3925 -0.0337 -6.1961 0.0 -0.1 0.1
C -2.7545 -0.1392 -4.9654 0.0 0.1 -0.1
C -2.8933 -1.0996 -1.7447 0.0 -0.1 0.0
C -4.3269 -0.9483 -1.7117 0.1 0.1 -0.1
C -4.6753 -0.9033 -0.4099 0.1 0.0 0.2
C -3.4362 -0.9750 0.3572 0.0 -0.2 0.1
N -2.3604 -1.0634 -0.4720 -0.4 0.1 0.1
C -3.3802 -1.0740 1.7560 0.1 0.0 0.0
C -2.2029 -1.0722 2.5484 -0.1 0.3 0.0
C -2.1909 -1.1449 3.9594 0.2 0.0 0.0
C -0.8766 -0.9386 4.3572 -0.2 0.0 0.0
C -0.1299 -0.7429 3.1716 0.2 0.1 -0.1
N -0.9252 -0.8239 2.0810 -0.2 -0.5 0.1
C -4.6747 -1.2148 2.4852 0.1 0.0 -0.1
C -5.0025 -2.4122 3.1219 -0.1 -0.1 0.0
C -6.2105 -2.5620 3.7931 0.1 0.1 -0.1
C -7.1190 -1.5101 3.8456 0.1 0.0 0.0
C -6.8019 -0.3117 3.2220 0.1 0.0 -0.1
C -5.5909 -0.1681 2.5512 -0.1 0.1 0.1
C -0.3344 -2.7177 -3.8926 -0.1 0.0 -0.1
C 0.8099 -3.2758 -3.3610 0.1 -0.1 0.1
N 1.4238 -1.4068 0.6613 0.5 0.0 0.1
H 4.4380 2.4218 6.2524 0.0 0.0 0.0
H 4.7847 2.3840 3.7839 0.0 0.0 0.0
H 3.3235 1.0264 2.3475 0.0 0.0 0.3
H 1.1923 -0.3291 5.8093 0.0 0.0 0.0
H 2.6165 1.0423 7.2306 0.0 0.0 0.0
H 3.7572 -1.7893 2.9793 -0.1 0.0 -0.1
H 4.1229 -3.3380 0.7873 -0.1 0.1 0.0
H 4.7654 -3.2074 -1.4512 0.0 0.0 0.0
H 6.0893 -5.2135 -1.9722 0.0 0.0 0.0
H 4.9680 -7.3947 -2.3394 0.0 0.0 0.0
H 2.4917 -7.5239 -2.1630 0.0 0.0 0.0
H 1.1798 -5.5039 -1.6305 0.0 0.0 0.0
H -3.7418 -3.2545 -4.1020 0.0 0.0 0.0
H -4.8866 -3.0723 -6.2955 0.0 0.0 0.0
H -4.6584 -1.0056 -7.6412 0.0 0.0 0.0
H -3.2904 0.8773 -6.7750 0.0 0.0 0.0
H -2.1633 0.6803 -4.5642 -0.1 -0.1 0.0
H -4.9749 -0.9131 -2.5777 0.1 0.0 0.1
H -5.6717 -0.8455 0.0000 0.0 0.0 0.0
H -3.0403 -1.3282 4.5988 0.0 0.0 0.0
H -0.5198 -0.9752 5.3724 0.0 0.0 -0.1
H -4.2931 -3.2309 3.0787 0.0 0.0 0.0
H -6.4464 -3.5055 4.2698 0.0 0.0 0.0
H -8.0606 -1.6236 4.3686 0.0 0.0 0.0
H -7.4949 0.5204 3.2615 0.0 0.0 0.0
H -5.3430 0.7739 2.0744 0.0 0.0 0.0
H -0.7972 -2.9208 -4.8498 0.1 0.0 0.1
H 1.4793 -3.9806 -3.8312 0.0 0.0 0.0
C 4.3715 0.6654 0.1084 0.1 0.0 0.0
C 4.3641 0.8596 -1.4183 0.0 -0.1 0.1
C 5.5559 1.7408 -1.8133 0.1 0.0 0.0
C 4.5741 -0.5265 -2.0423 0.0 -0.1 0.0
P 2.6183 1.4359 -1.9078 0.7 0.4 -0.2
N 1.5493 0.6808 -1.1320 -1.3 -1.0 0.6
C 2.5286 1.2304 -3.7966 -0.3 0.0 0.0
C 1.3821 2.1087 -4.3268 0.0 0.1 -0.1
C 2.1179 -0.2264 -4.0829 0.0 0.0 0.0
C 3.7933 1.5634 -4.5949 0.0 0.0 -0.1
C 2.5900 3.2875 -1.5127 -0.1 0.1 0.2
C 1.1334 3.7718 -1.4923 0.0 0.1 0.1
C 3.3975 4.1983 -2.4459 0.0 0.1 0.0
C 3.0739 3.4746 -0.0604 0.0 0.0 0.0
H 5.1166 -0.0899 0.3814 0.0 0.0 0.0
H 3.4019 0.3088 0.4581 0.1 0.0 -0.1
H 4.6198 1.5856 0.6409 0.0 -0.1 -0.1
H 6.4766 1.2031 -1.5486 0.0 0.0 0.0
H 5.5722 2.6889 -1.2742 0.0 -0.1 0.0
H 5.5992 1.9540 -2.8836 0.0 0.0 0.2
H 5.4247 -1.0030 -1.5409 0.0 0.0 0.0
H 4.8070 -0.4724 -3.1077 0.0 -0.1 0.1
H 3.6978 -1.1647 -1.9010 0.1 0.0 0.0
H 0.4786 1.9944 -3.7242 0.0 -0.1 0.0
H 1.1450 1.7906 -5.3508 0.1 0.1 0.1
H 1.6538 3.1688 -4.3647 -0.1 -0.2 0.0
H 1.4038 -0.5804 -3.3393 0.0 0.0 -0.1
H 2.9644 -0.9136 -4.1010 -0.1 0.0 0.1
H 1.6238 -0.2798 -5.0603 0.1 0.0 0.0
H 4.1232 2.5961 -4.4701 0.0 0.0 0.0
H 3.5653 1.4174 -5.6593 0.0 0.0 0.1
H 4.6262 0.9016 -4.3510 -0.1 0.1 -0.1
H 0.6009 3.6226 -2.4269 0.0 0.0 0.0
H 1.1371 4.8488 -1.2612 0.0 -0.1 0.0
H 0.5665 3.2522 -0.7186 0.1 0.1 -0.1
H 2.8999 4.3268 -3.4100 0.1 0.0 0.1
H 4.4141 3.8521 -2.6286 -0.1 0.0 0.0
H 3.4643 5.1905 -1.9796 0.0 -0.1 0.0
H 2.6283 2.7277 0.6025 0.0 0.1 -0.1
H 2.7436 4.4624 0.2868 0.0 -0.1 -0.1
H 4.1601 3.4413 0.0355 0.0 0.0 0.0
Br -1.3736 1.5600 -1.7365 -0.1 0.0 -0.3
C -1.7284 1.9261 1.3606 -0.2 0.0 0.2
C -0.3962 1.3313 1.0191 0.3 -0.3 -0.3
O 0.6221 1.7889 1.4552 0.3 0.3 0.4
H -1.7577 2.0595 2.4453 0.0 0.0 0.0
H -2.5502 1.3048 1.0248 0.0 0.0 0.0
H -1.7873 2.8941 0.8650 0.0 0.0 0.0

***

# 4
18
Properties=species:S:1:pos:R:3:forces:R:3 method="wB97M-V/def2-TZVPD" homo_energy_ev=-8.6 e_above_lowest_kj_mol=386.2 total_charge=0 orbital_gap_ev=8.78 multiplicity=1
C 1.3771 -1.4474 1.4201 -1.3 -2.5 -2.7
C 0.8824 -0.7247 0.1773 2.6 0.3 -0.4
C 0.1164 0.3927 0.6586 -0.4 3.2 -1.2
C -0.3672 1.3901 -0.1126 -1.2 0.5 -0.5
N -0.0511 1.5927 -1.4768 -1.6 -0.8 -0.3
C -0.2947 2.7643 -1.9270 3.0 0.6 0.3
H 1.4872 -0.7959 2.1954 0.3 1.5 2.2
H 0.5672 -2.1530 1.5412 -0.2 -0.2 1.3
H 2.2121 -2.0891 1.3172 1.2 -0.3 -0.4
H 1.6900 -0.3758 -0.4879 -0.1 -0.2 0.2
H 0.2510 -1.2916 -0.4650 -0.3 -0.9 -0.6
H 0.3028 0.6976 1.6604 -1.2 -0.3 1.2
H -1.2507 2.0339 0.1484 1.4 -0.1 0.8
H -0.1831 3.6261 -1.1692 -1.3 -0.8 -1.2
H -0.0218 2.9591 -3.0077 -0.7 -0.1 1.2
H -1.1045 -1.9510 0.5196 -1.8 -2.5 0.9
H -1.0754 -3.4966 0.3503 -0.2 0.1 0.1
O -1.6001 -2.8204 0.8046 1.6 2.3 -1.1